# 1
The following is a quantum chemistry calculation of a single C5H7NO molecule, from OMol25.

- 2S+1 = 1
- HOMO level (eV) = -8.902
- lowest unoccupied orbital energy (eV) = 0.76

Last column: Mulliken charge in e.
Geometry (Å):
C 2.483 1.393 -0.102  0.2938
C 1.883 0.371 -0.339  -0.5670
C 1.116 -0.844 -0.489  -0.7699
C -0.360 -0.819 -0.096  -0.2341
N -0.949 0.453 -0.056  -0.1339
C -2.256 0.524 0.300  0.0073
O -2.964 -0.456 0.428  -0.5441
H 3.062 2.255 0.152  0.3944
H 0.825 -1.300 0.590  0.1921
H 1.433 -1.539 -1.279  0.3312
H -0.931 -1.585 -0.605  0.3692
H -0.406 -1.268 1.096  0.1462
H -0.333 1.257 -0.041  0.1709
H -2.602 1.558 0.443  0.3439



# 2
The following is a quantum chemistry calculation of a molecular structure, C19H24ClNRuS, from OMol25.

- 2S+1 = 5
- net charge = +2
- HOMO level (spin up / spin down) (eV) = -12.590 / -13.699
- expectation value of S² = 6.07
- lowest unoccupied orbital energy (spin up / spin down) (eV) = -7.82 / -7.84

Last column: Mulliken charge in e.
Geometry (Å):
C 3.633 -1.978 -2.829  1.1166
C 2.922 -1.626 -4.068  -1.0911
C 4.519 -0.983 -2.180  -1.0783
C 3.401 -3.270 -2.171  -1.1074
Cl 0.705 -0.534 -1.311  -0.2734
H 5.590 -1.121 -2.528  0.3609
H 4.503 -1.120 -1.068  0.3213
H 4.211 0.058 -2.447  0.3205
H 3.485 -2.015 -4.943  0.4074
H 2.856 -0.529 -4.195  0.3091
H 1.924 -2.099 -4.102  0.3526
H 4.096 -4.031 -2.592  0.3788
H 2.370 -3.628 -2.360  0.3355
H 3.601 -3.194 -1.083  0.3590
C -0.914 3.209 -0.296  -0.3541
C 0.315 2.911 0.408  -0.5148
C 1.220 2.283 -0.557  -0.4734
H 0.612 3.253 1.404  0.6124
C 0.482 2.180 -1.801  -0.2294
C -0.807 2.732 -1.613  -0.8213
H -1.546 2.859 -2.415  0.4663
H -1.773 3.697 0.158  0.6079
H 2.282 2.105 -0.374  0.5494
H 0.880 1.777 -2.735  0.4973
C -0.761 -1.182 2.135  -0.8891
C -0.671 0.052 2.812  0.0594
C 0.543 0.719 2.438  -0.8728
H -1.425 0.465 3.487  0.6450
C 1.319 -0.207 1.634  -0.7349
C 0.457 -1.372 1.420  -0.2718
H 0.725 -2.291 0.917  0.5588
H -1.576 -1.922 2.181  0.4610
H 0.885 1.708 2.793  0.6758
H 2.352 -0.054 1.322  0.5280
Ru 0.015 0.756 0.279  0.2255
S -2.331 0.180 -0.363  -0.2366
C -3.345 0.228 0.989  0.5372
N -3.349 1.235 1.927  0.2252
C -4.234 1.239 2.995  -0.2647
C -5.106 0.170 3.163  -0.5426
C -5.128 -0.865 2.198  -0.2433
C -4.272 -0.806 1.111  -0.7176
H -2.658 1.992 1.860  0.1537
H -4.129 2.101 3.698  0.3840
H -5.780 0.188 4.038  0.4080
H -5.856 -1.677 2.299  0.4240
H -4.242 -1.594 0.368  0.4360



# 3
The following is a quantum chemistry calculation of 2 unconnected molecules or ions with the total composition C3H8OS2, from OMol25.

- 2S+1 = 1
- HOMO level (eV) = -9.329
- lowest unoccupied orbital energy (eV) = -3.99

Last column: Mulliken charge in e.
Geometry (Å):
C -0.601 0.233 0.121  -0.3796
C 0.529 -0.132 1.146  0.1823
O -0.025 -0.870 2.252  -0.4173
C -0.083 0.983 -1.182  -0.6872
S -1.568 1.622 -2.136  -0.2022
S 1.804 -2.988 0.853  -0.1377
H -1.298 0.804 0.768  0.3744
H -1.135 -0.599 -0.338  0.2361
H 1.150 -1.012 0.897  -0.4879
H 1.147 0.682 1.409  0.3418
H 0.365 -1.834 2.024  0.3074
H 0.562 0.215 -1.589  0.4122
H 0.455 1.924 -1.030  0.3438
H -1.302 0.972 -3.195  0.1140



# 4
The following is a quantum chemistry calculation of 2 unconnected molecules or ions with the total composition C4H5NO, from OMol25.

- 2S+1 = 1
- HOMO level (eV) = -8.770
- lowest unoccupied orbital energy (eV) = 0.71

Last column: Mulliken charge in e.
Geometry (Å):
C 0.839 -0.348 -0.916  -0.1936
C -0.196 -0.377 -0.200  -0.2389
C -1.323 -0.294 1.584  0.6599
C -0.447 -0.490 -1.610  -0.6016
N -0.487 0.230 2.413  -0.3017
O -2.415 -0.796 1.612  -0.4735
H 1.884 -0.182 -1.124  0.3503
H -0.961 0.301 -2.089  0.2029
H -0.559 -1.521 -2.071  0.1526
H 0.235 0.679 2.017  0.2051
H -0.516 0.396 3.408  0.2385



# 5
The following is a quantum chemistry calculation of a molecular structure, C37H47BrMnN7PS2, from OMol25.

- 2S+1 = 4
- net charge = +2
- HOMO level (spin up / spin down) (eV) = -13.319 / -13.269
- expectation value of S² = 3.82
- lowest unoccupied orbital energy (spin up / spin down) (eV) = -6.42 / -6.32

Last column: Mulliken charge in e.
Geometry (Å):
Mn -0.069 -0.300 -0.219  -0.2171
N 3.921 1.425 0.114  -0.4169
C 2.741 0.801 0.191  0.6377
S 1.707 0.860 -1.205  -0.6422
N 2.455 0.165 1.294  -1.9237
N 1.222 -0.399 1.297  2.5527
C 0.869 -1.047 2.362  -0.0003
C 1.732 -1.237 3.543  0.8551
C 3.014 -1.769 3.416  -0.1608
C 3.793 -1.981 4.539  -1.0170
C 3.317 -1.639 5.798  -0.5587
C 2.056 -1.078 5.931  -0.9711
C 1.264 -0.885 4.810  -0.1857
C -0.518 -1.547 2.323  0.5580
C -1.097 -2.319 3.319  -1.3398
C -2.455 -2.585 3.266  -0.9308
C -3.202 -2.063 2.226  -1.3656
C -2.544 -1.357 1.234  0.1345
N -1.232 -1.133 1.254  1.0090
H 4.182 1.943 -0.707  0.2201
H 4.538 1.416 0.910  0.2344
H 3.402 -2.015 2.438  0.4480
H 4.781 -2.406 4.431  0.4510
H 3.932 -1.800 6.672  0.4308
H 1.688 -0.787 6.905  0.4600
H 0.294 -0.416 4.928  0.4330
H -0.489 -2.697 4.126  0.7230
H -2.924 -3.176 4.041  0.5350
H -4.270 -2.209 2.165  0.5729
H -3.095 -0.958 0.402  0.2298
S -1.820 3.958 -0.098  -0.2173
C -0.991 2.537 -0.499  -0.3423
N -0.812 1.647 0.441  0.9873
C -1.330 2.144 1.655  -0.7742
C -1.229 1.583 2.931  0.9602
C -1.791 2.240 4.003  -1.0306
C -2.455 3.462 3.845  -0.6884
C -2.533 4.056 2.607  -0.5964
C -1.956 3.390 1.527  0.3745
H -0.619 2.411 -1.501  0.4204
H -0.683 0.674 3.095  0.0460
H -1.704 1.811 4.991  0.4663
H -2.884 3.956 4.705  0.4322
H -3.012 5.015 2.476  0.4392
C -2.155 -3.803 -1.261  -2.2935
C -1.012 -4.030 -2.269  2.6227
C -1.364 -3.279 -3.560  -2.1584
C -0.933 -5.522 -2.613  -1.8448
P 0.596 -3.333 -1.564  -1.6559
N 0.276 -1.893 -0.892  1.5896
C 1.223 -4.471 -0.200  2.5485
C 0.062 -4.852 0.728  -1.8633
C 2.224 -3.718 0.684  -1.5001
C 1.898 -5.744 -0.725  -1.9643
C 1.878 -3.112 -2.927  2.4787
C 1.482 -1.930 -3.823  -2.2054
C 3.215 -2.731 -2.272  -1.8387
C 2.079 -4.345 -3.814  -1.8651
H -3.095 -3.734 -1.808  0.5578
H -2.022 -2.882 -0.696  0.7286
H -2.251 -4.625 -0.557  0.3281
H -2.391 -3.530 -3.830  0.7087
H -0.733 -3.582 -4.391  0.2840
H -1.300 -2.199 -3.448  0.3827
H -1.884 -5.809 -3.067  0.5153
H -0.793 -6.155 -1.742  0.3585
H -0.152 -5.745 -3.335  0.3335
H -0.519 -3.980 1.032  0.0995
H 0.494 -5.292 1.629  0.6161
H -0.607 -5.592 0.301  0.4109
H 1.711 -2.954 1.257  -0.3685
H 3.039 -3.252 0.144  0.2771
H 2.655 -4.430 1.389  0.7250
H 1.307 -6.286 -1.456  0.3441
H 2.051 -6.411 0.126  0.5492
H 2.878 -5.540 -1.149  0.3592
H 1.156 -1.082 -3.230  0.5507
H 0.719 -2.183 -4.552  0.2784
H 2.368 -1.618 -4.377  0.6159
H 3.106 -1.885 -1.591  0.1855
H 3.900 -2.430 -3.065  0.6446
H 3.678 -3.564 -1.750  0.2839
H 1.210 -4.547 -4.438  0.3705
H 2.330 -5.247 -3.263  0.2698
H 2.912 -4.134 -4.488  0.5237
Br -0.325 1.271 -5.879  -0.0656
C -1.317 0.714 -4.390  -0.6121
C -2.680 0.489 -4.473  -0.3767
C -3.327 0.065 -3.327  -1.0902
C -2.600 -0.117 -2.164  -0.0676
N -1.283 0.102 -2.073  1.0011
C -0.660 0.516 -3.187  -0.8905
H -3.213 0.639 -5.401  0.4857
H -4.389 -0.127 -3.328  0.5618
H -3.107 -0.450 -1.280  -0.0844
H 0.400 0.698 -3.142  0.9230



# 6
The following is a quantum chemistry calculation of a gas-phase ion, C7H10N3 (charge +1), from OMol25.

- 2S+1 = 1
- net charge = +1
- HOMO level (eV) = -12.923
- lowest unoccupied orbital energy (eV) = -2.82

Last column: Mulliken charge in e.
Geometry (Å):
C 3.529 0.129 0.839  -1.0619
C 2.114 0.042 0.405  0.2764
C 1.259 -0.965 0.614  -0.4500
N -0.002 -0.613 0.210  0.2772
C -1.266 -1.075 0.177  -0.4068
C -2.067 -0.100 -0.343  0.2706
C -3.535 -0.086 -0.760  -1.0351
N -1.291 1.024 -0.527  -0.0978
C 0.019 0.659 -0.214  -0.2183
N 1.332 1.062 -0.238  -0.0996
H 3.620 0.773 1.737  0.3363
H 3.837 -0.827 1.341  0.3066
H 4.099 0.143 -0.116  0.3256
H 1.480 -1.806 1.104  0.5264
H -1.441 -2.062 0.318  0.4960
H -3.478 0.517 -1.742  0.3207
H -4.327 0.286 -0.181  0.2965
H -3.727 -1.097 -1.157  0.3111
H -1.672 1.905 -0.947  0.3069
H 1.517 2.089 -0.520  0.3190



Going through the records in order, we get maximum force values of 4.70, 4.97, 3.63, 6.58, 1.12, 4.55 eV/Å.